1.
Below is one molecule with the formula C5H10O, with properties calculated with the ωB97M-V functional and the def2-TZVPD basis.

spin multiplicity	1
HOMO-LUMO gap	8.83	eV
calculated total energy	-7390.2420	eV
HOMO	-0.2894	hartree
LUMO level	0.95	eV

Last column: natural (NBO) charge in e.
Positions of all 16 atoms, in Å:
C1 -2.003 0.657 -0.263  -0.238
C2 -0.647 -1.345 0.133  -0.268
O1 -0.798 0.064 -0.775  -0.442
C3 0.399 -0.303 0.068  0.188
C4 1.599 -0.515 -0.833  -0.638
C5 0.701 0.584 1.253  -0.642
H1 -2.798 -0.062 -0.465  0.208
H2 -2.179 1.590 -0.803  0.182
H3 -1.961 0.819 0.814  0.198
H4 -0.442 -2.031 -0.708  0.124
H5 1.289 -0.962 -1.781  0.228
H6 2.188 0.388 -1.028  0.209
H7 2.248 -1.238 -0.323  0.224
H8 1.379 0.025 1.909  0.234
H9 -0.185 0.821 1.844  0.225
H10 1.211 1.509 0.958  0.210

2.
Below is a 2-piece molecular cluster, C4H12NOS overall at a distorted geometry, with properties calculated with the ωB97M-V functional and the def2-TZVPD basis.

spin multiplicity	1
HOMO-LUMO gap	6.94	eV
total charge	-1
calculated total energy	-18715.8147	eV
HOMO	-0.1095	hartree
LUMO level	3.96	eV

Last column: natural (NBO) charge in e.
Positions of all 19 atoms, in Å:
C1 -1.741 -0.419 0.485  -0.061
O1 -1.260 0.423 1.517  -0.822
C2 -1.476 -1.954 0.724  -0.238
N1 -1.726 -2.714 -0.404  -0.849
H1 -2.807 -0.221 0.380  0.150
H2 -1.222 -0.092 -0.463  0.158
H3 -0.391 -2.077 1.086  0.174
H4 -2.081 -2.256 1.570  0.159
H5 -1.412 -2.271 -1.275  0.357
H6 -1.167 -3.612 -0.327  0.345
C3 2.385 2.027 -1.230  -0.612
C4 1.491 1.835 0.002  -0.502
S1 1.478 0.033 0.470  -0.654
H7 1.828 1.725 -2.145  0.190
H8 3.310 1.467 -1.162  0.207
H9 2.566 3.114 -1.341  0.169
H10 1.905 2.338 0.896  0.180
H11 0.511 2.261 -0.218  0.179
H12 -0.190 0.391 1.433  0.471

3.
Below is C33H39BN4O2P2Re as an isolated structure at a distorted geometry, with properties calculated with the ωB97M-V functional and the def2-TZVPD basis.

<S²>	3.791
spin multiplicity	4
HOMO-LUMO gap (alpha / beta)	6.17 / 3.31	eV
total charge	+2
calculated total energy	-66272.0778	eV
HOMO (alpha / beta)	-0.4561 / -0.4676	hartree
LUMO level (alpha / beta)	-6.24 / -9.42	eV

Last column: Mulliken spin population.
Positions of all 82 atoms, in Å:
Re1 -0.151 0.889 -1.004  0.939
C1 -2.046 1.749 -7.194  0.000
C2 -2.168 0.442 -6.931  0.000
C3 -1.333 -0.573 -7.650  0.000
C4 0.182 -0.272 -7.795  0.000
C5 0.848 0.506 -6.687  0.000
C6 0.889 1.835 -6.669  0.002
C7 0.314 2.624 -7.819  0.000
C8 -1.138 2.292 -8.256  0.000
C9 1.346 1.292 0.356  0.027
H1 -2.680 2.489 -6.705  0.000
H2 -3.002 0.064 -6.345  0.001
H3 -1.718 -0.720 -8.677  0.000
H4 -1.443 -1.537 -7.136  0.000
H5 0.690 -1.247 -7.857  0.000
H6 0.339 0.221 -8.770  0.000
H7 1.426 -0.092 -5.976  0.000
H8 1.455 2.392 -5.915  -0.002
H9 0.928 2.504 -8.733  0.000
H10 0.346 3.688 -7.552  0.000
H11 -1.582 3.239 -8.600  0.000
H12 -1.102 1.625 -9.132  0.000
H13 0.843 2.060 0.965  -0.002
H14 2.263 1.735 -0.029  0.025
H15 1.610 0.439 0.995  0.011
P1 1.443 -0.289 -2.065  0.059
P2 -1.406 -0.736 -1.887  0.085
N1 2.694 0.769 -2.723  0.042
N2 2.582 -1.500 -1.275  0.022
N3 -2.355 0.586 -2.717  0.011
N4 -2.822 -1.574 -1.309  -0.007
C10 0.798 -1.198 -3.490  0.045
C11 -0.652 -1.668 -3.255  0.008
C12 2.825 2.127 -2.464  -0.033
C13 4.007 2.578 -3.031  0.010
C14 4.601 1.466 -3.709  0.007
C15 3.775 0.366 -3.500  0.005
C16 3.511 -1.208 -0.269  0.330
C17 4.311 -2.335 -0.058  0.102
C18 3.846 -3.366 -0.931  0.134
C19 2.780 -2.824 -1.655  0.329
C20 -2.211 1.908 -2.345  -0.021
C21 -2.892 2.689 -3.278  -0.021
C22 -3.430 1.812 -4.253  0.007
C23 -3.058 0.525 -3.896  0.007
C24 -3.989 -1.855 -2.031  0.010
C25 -4.777 -2.701 -1.270  -0.002
C26 -4.077 -2.971 -0.052  0.002
C27 -2.888 -2.259 -0.093  0.011
H16 1.448 -2.051 -3.705  0.000
H17 0.833 -0.551 -4.377  -0.013
H18 -1.281 -1.575 -4.156  0.003
H19 -0.669 -2.727 -2.958  -0.009
H20 2.066 2.636 -1.882  -0.007
H21 4.383 3.580 -2.941  0.001
H22 5.522 1.475 -4.274  0.002
H23 3.864 -0.658 -3.821  0.000
H24 3.496 -0.246 0.215  0.058
H25 5.142 -2.396 0.640  0.001
H26 4.235 -4.370 -1.020  0.000
H27 2.145 -3.275 -2.407  0.031
H28 -1.667 2.208 -1.415  0.077
H29 -2.977 3.771 -3.264  -0.002
H30 -3.969 2.078 -5.152  0.000
H31 -3.235 -0.425 -4.391  0.000
H32 -4.177 -1.422 -2.998  -0.002
H33 -5.750 -3.082 -1.557  0.000
H34 -4.400 -3.617 0.746  0.000
H35 -2.094 -2.131 0.626  -0.002
O1 -0.764 -0.890 1.705  0.091
B1 -0.866 0.318 0.886  -0.050
O2 -1.444 1.378 1.740  0.112
C28 -1.511 0.848 2.988  0.187
C29 -2.066 1.427 4.121  -0.031
C30 -2.091 0.646 5.279  0.115
C31 -1.720 -0.711 5.257  0.154
C32 -1.290 -1.332 4.076  -0.045
C33 -1.110 -0.518 2.974  0.181
H36 -2.442 2.459 4.082  -0.001
H37 -2.379 1.116 6.220  0.003
H38 -1.765 -1.295 6.167  0.004
H39 -1.088 -2.410 4.013  0.000

4.
Below is one molecule with the formula H2O2Si2 at a distorted geometry, with properties calculated with the ωB97M-V functional and the def2-TZVPD basis.

spin multiplicity	1
HOMO-LUMO gap	8.20	eV
calculated total energy	-19882.2817	eV
HOMO	-0.3584	hartree
LUMO level	-1.55	eV

Last column: natural (NBO) charge in e.
Positions of all 6 atoms, in Å:
O1 0.253 0.383 -0.183  -1.335
O2 -0.835 -1.700 -1.519  -1.176
Si1 0.022 -1.202 -0.406  2.013
Si2 0.578 1.857 0.982  1.067
H1 0.352 -2.113 0.784  -0.235
H2 -0.371 2.775 0.343  -0.333